The following is a quantum chemistry calculation of the ion C8H9N2OS with charge +1 in a non-equilibrium geometry, from the OMol25 dataset.

XYZ file:
```
21
Properties=species:S:1:pos:R:3
C 1.428 1.918 -1.456
C 2.331 1.053 -0.925
C 0.076 1.947 -1.138
C 1.949 0.057 -0.033
C -0.452 0.972 -0.317
C 0.588 -0.130 0.161
C -2.036 0.331 1.275
C -0.736 -2.746 0.158
N -1.463 -0.709 1.734
N -1.750 0.981 0.185
O 0.680 -1.845 2.265
S -0.145 -1.397 1.215
H 1.810 2.720 -2.173
H 3.477 1.265 -0.959
H -0.515 2.819 -1.574
H 2.600 -0.623 0.430
H -3.136 0.488 1.706
H -1.736 -2.351 -0.176
H -0.029 -2.653 -0.705
H -0.639 -3.755 0.679
H -2.303 1.660 -0.350
```

## Properties
F_max: 7.01 eV/A
Energy above the lowest of the compared OMol25 structures with the same formula, charge and spin: 0.0 kcal/mol
LUMO (spin up / spin down): -3.73 / -7.31 eV
2S+1: 3
Charge: +1
Expectation value of S²: 2.041
HOMO-LUMO gap (spin up / spin down): 6.07 / 6.64 eV



The following is a quantum chemistry calculation of an isolated molecule of C2H4N2O2S in a non-equilibrium geometry, from the OMol25 dataset.

XYZ file:
```
11
Properties=species:S:1:pos:R:3
C 0.363 0.235 -0.489
C -2.150 -0.339 0.157
H 2.026 -1.525 1.087
H 2.360 0.573 -0.214
H 0.061 2.342 -0.047
H -2.052 0.717 0.783
N 1.562 -0.050 -0.091
N -0.289 1.353 -0.456
O 2.098 -1.378 -0.042
O -3.268 -0.739 -0.058
S -0.711 -1.189 -0.631
```

## Properties
F_max: 5.21 eV/A
Energy above the lowest of the compared OMol25 structures with the same formula, charge and spin: 99.7 kcal/mol
LUMO: 0.19 eV
SMILES: [H]/N=C(\NO)SC=O
HOMO-LUMO gap: 9.58 eV



The following is a quantum chemistry calculation of a cluster of 3 separate species, C4H15NO2 in total in a non-equilibrium geometry, from the OMol25 dataset.

XYZ file:
```
22
Properties=species:S:1:pos:R:3
C -0.762 2.440 -0.360
C -1.504 1.143 -0.113
N -0.671 -0.030 0.131
C -1.460 -1.232 0.320
C 0.416 -0.202 -0.838
H -1.491 3.222 -0.251
H 0.027 2.568 0.376
H -0.214 2.495 -1.299
H -2.190 0.925 -0.950
H -2.160 1.250 0.742
H -1.819 -1.620 -0.654
H -2.298 -1.068 0.992
H -0.815 -2.027 0.677
H 0.215 0.424 -1.715
H 1.325 0.194 -0.384
H 0.546 -1.219 -1.198
H 4.038 -3.073 -0.378
H 3.857 -2.731 -1.823
O 3.434 -2.597 -0.967
H 0.521 0.807 3.213
H 0.129 0.137 1.922
O 0.875 0.194 2.558
```

## Properties
F_max: 1.15 eV/A
Energy above the lowest of the compared OMol25 structures with the same formula, charge and spin: 29.7 kcal/mol
LUMO: 0.84 eV
SMILES: CCN(C)C.O.O
HOMO-LUMO gap: 9.27 eV



The following is a quantum chemistry calculation of a cluster of 2 separate species, C23H18F6O2S in total in a non-equilibrium geometry, from the OMol25 dataset.

XYZ file:
```
50
Properties=species:S:1:pos:R:3
C -6.624 3.072 -1.332
O -6.374 1.650 -1.393
C -5.102 1.194 -1.250
C -4.910 -0.204 -1.408
C -3.645 -0.731 -1.338
C -2.515 0.089 -1.063
C -1.217 -0.527 -0.921
C 0.049 0.070 -1.246
C 1.198 -0.753 -1.088
C 2.463 -0.235 -1.108
C 2.645 1.164 -1.270
O 3.904 1.635 -1.083
C 4.158 3.050 -1.218
C 1.526 1.989 -1.542
C 0.260 1.425 -1.603
C -2.743 1.455 -0.788
C -3.996 2.026 -0.950
H -7.706 3.148 -1.435
H -6.301 3.494 -0.370
H -6.126 3.595 -2.160
H -5.786 -0.822 -1.603
H -3.492 -1.797 -1.516
H -1.219 -1.622 -0.899
H 1.062 -1.827 -0.951
H 3.346 -0.855 -0.955
H 5.244 3.126 -1.161
H 3.799 3.436 -2.183
H 3.694 3.606 -0.392
H 1.655 3.066 -1.686
H -0.578 2.042 -1.921
H -1.918 2.081 -0.451
H -4.125 3.105 -0.834
F 0.811 -5.149 0.737
C 1.808 -4.789 1.605
F 1.665 -5.562 2.730
F 2.994 -5.143 1.024
C 1.747 -3.319 1.934
C 2.925 -2.625 2.203
C 2.851 -1.264 2.498
C 4.132 -0.520 2.790
F 4.043 0.796 2.427
F 4.449 -0.554 4.124
F 5.199 -1.048 2.113
C 1.636 -0.600 2.529
C 0.457 -1.272 2.093
S -0.954 -0.492 1.632
C 0.519 -2.686 1.971
H 3.880 -3.132 2.170
H 1.598 0.453 2.777
H -0.390 -3.238 1.765
```

## Properties
F_max: 2.56 eV/A
Energy above the lowest of the compared OMol25 structures with the same formula, charge and spin: 0.0 kcal/mol
LUMO: -1.41 eV
HOMO-LUMO gap: 5.91 eV